Formula: C30H44O30
Source: the OMol25 dataset
Level of theory: ωB97M-V/def2-TZVPD

```
104
Properties=species:S:1:pos:R:3:forces:R:3:lowdin_charge:R:1
C -0.743899 2.139931 -5.362654 0.2 0.8 0.2 -0.117
C 0.208840 2.388150 -4.184404 -0.2 1.0 0.0 -0.120
O 0.849463 1.149306 -3.999218 -0.3 0.0 0.6 0.061
C 0.616478 0.375372 -5.075014 -1.8 4.0 1.1 -0.640
O 1.068470 -0.652527 -5.216421 2.5 -5.7 -1.0 0.229
O -0.242487 0.955128 -5.922743 -0.3 0.1 -0.8 0.078
H -0.701035 2.956437 -6.079719 0.0 -0.1 -0.2 0.130
H -1.785132 1.988555 -5.082486 0.0 0.0 0.2 0.118
H -0.328415 2.738473 -3.304734 0.1 -0.4 0.3 0.116
H 1.004646 3.104165 -4.384353 -0.2 0.3 -0.3 0.131
C 0.349694 0.648597 1.424218 -1.3 -0.5 -0.5 -0.079
C -0.574803 0.309388 0.217130 0.2 -0.1 0.1 -0.104
O -0.256570 1.325071 -0.747737 -0.4 0.9 -0.2 0.027
C 0.576368 2.249816 -0.230163 0.9 -1.9 1.5 -0.567
O 0.978459 3.241244 -0.731092 -0.3 0.7 -0.8 0.173
O 1.062112 1.796893 0.970391 0.0 0.1 -0.2 0.059
H 0.930438 -0.242636 1.674135 0.8 0.5 -0.2 0.121
H -0.213268 0.918699 2.312213 -0.2 0.2 0.0 0.109
H -1.644160 0.324778 0.437011 0.1 0.2 0.1 0.099
H -0.354714 -0.631713 -0.285001 0.0 0.0 0.3 0.096
C 3.353075 0.597238 -1.400784 0.8 -0.4 0.3 -0.077
C 2.622893 -0.704877 -1.099086 0.7 0.6 0.6 -0.080
O 3.563429 -1.338673 -0.186844 -0.2 0.4 -0.2 0.041
C 4.793323 -0.777953 -0.347158 -0.3 -0.1 -0.6 -0.560
O 5.762693 -1.130473 0.243234 0.1 0.0 0.0 0.161
O 4.748991 0.192639 -1.297194 -0.4 -0.1 0.4 0.065
H 3.186031 1.288916 -0.567540 -0.1 0.2 -0.3 0.129
H 3.195356 1.065355 -2.362032 -0.1 0.0 -0.1 0.116
H 2.426365 -1.360302 -1.941505 0.0 0.0 -0.1 0.135
H 1.731083 -0.449907 -0.537698 -0.2 -0.5 -0.1 0.093
C -1.234747 -3.771755 0.199222 0.5 -0.3 1.0 -0.090
C -0.460065 -3.083300 1.364776 -1.1 -0.6 -0.2 -0.099
O 0.784322 -2.778026 0.777113 -0.2 0.1 -0.2 0.017
C 0.973508 -3.545790 -0.336526 -2.5 0.1 1.6 -0.565
O 1.991266 -3.653840 -0.867060 2.4 -0.4 -1.7 0.221
O -0.178383 -4.207050 -0.669933 0.0 0.8 0.3 0.051
H -1.947218 -3.102474 -0.283357 0.4 -0.1 -0.4 0.100
H -1.711282 -4.684473 0.554528 -0.2 0.2 -0.1 0.122
H -0.352340 -3.775357 2.207690 0.3 0.0 -0.2 0.131
H -0.966933 -2.211600 1.777839 0.1 0.3 -0.4 0.119
C -3.012716 2.763884 0.491032 -1.2 1.3 -0.1 -0.101
C -3.647096 4.111380 -0.038806 -0.4 -1.9 0.6 -0.115
O -2.868235 5.123913 0.552468 1.0 -0.4 0.3 0.059
C -2.066326 4.576880 1.528731 0.0 -0.1 0.5 -0.508
O -1.380130 5.201057 2.279445 -0.5 -0.4 -0.8 0.163
O -2.203006 3.203147 1.591039 0.0 0.8 -0.9 0.049
H -2.463369 2.266486 -0.302940 0.4 0.0 0.3 0.090
H -3.812497 2.124082 0.862139 0.3 -0.2 0.1 0.131
H -4.669595 4.199582 0.329113 0.0 0.1 0.0 0.125
H -3.683689 4.076989 -1.126118 0.4 0.7 0.0 0.124
C -4.869165 -3.911163 -0.750318 0.0 -2.4 -0.2 -0.124
C -4.598432 -4.536075 0.643186 0.1 2.1 1.0 -0.037
O -4.000505 -3.387328 1.370503 0.0 0.0 -0.6 0.032
C -3.998868 -2.280992 0.595632 -0.6 -1.2 -0.3 -0.586
O -3.588222 -1.213652 0.895037 0.3 0.5 0.3 0.167
O -4.544328 -2.558464 -0.621336 0.1 0.5 -0.1 0.063
H -5.872596 -4.125666 -1.128347 -0.3 0.8 0.6 0.136
H -4.293000 -4.442412 -1.519114 0.6 0.6 0.2 0.111
H -3.842398 -5.307611 0.722722 -0.3 -0.3 -0.4 0.114
H -5.486082 -4.720541 1.246516 0.0 -0.6 -0.4 0.130
C 2.966788 5.972853 -1.629607 -0.7 -0.1 0.5 -0.110
C 3.884780 5.245895 -0.638619 0.1 -0.6 0.3 -0.089
O 4.400319 4.127921 -1.411465 0.1 1.1 0.6 0.062
C 3.814237 4.112646 -2.627805 -0.3 3.3 3.7 -0.648
O 3.930386 3.254480 -3.362201 0.5 -4.3 -4.1 0.211
O 3.072123 5.210207 -2.833790 -0.4 0.7 0.2 0.061
H 3.197829 7.017615 -1.827353 0.4 -0.1 -0.1 0.124
H 1.931885 5.949981 -1.271655 0.1 -0.2 -0.2 0.122
H 3.393197 4.778355 0.217609 -0.4 0.3 -0.2 0.124
H 4.653767 5.885738 -0.196639 0.4 -0.2 -0.6 0.124
C 4.148950 -4.184024 3.205728 0.4 1.0 -0.7 -0.063
C 2.729711 -3.894744 2.663761 0.2 -0.9 0.5 -0.123
O 2.612723 -2.490265 2.770964 -0.9 -0.3 -0.3 0.017
C 3.654481 -1.968333 3.453549 0.5 -3.9 -2.4 -0.639
O 3.713331 -0.890983 3.816366 0.0 4.9 1.9 0.232
O 4.660661 -2.851399 3.491682 -0.1 -1.4 0.9 0.072
H 4.796950 -4.535821 2.402984 -0.1 -0.4 0.2 0.131
H 4.211704 -4.825497 4.081607 0.0 0.1 0.1 0.125
H 1.895174 -4.338077 3.221014 0.4 0.0 0.3 0.124
H 2.660508 -4.331011 1.666975 -0.1 0.9 -0.3 0.118
C 0.273713 -1.231616 4.828445 -0.1 -1.8 -0.8 -0.058
O 0.744286 -0.021678 5.323104 0.5 0.3 0.4 0.029
C -0.009246 1.050058 5.133152 -1.2 0.3 -0.7 -0.596
O -1.110518 1.035056 4.599993 1.2 0.5 0.6 0.096
O 0.673354 2.085945 5.602513 0.2 -0.2 0.4 0.011
C 0.271433 3.422600 5.318274 -0.6 -0.2 -1.2 -0.020
H 1.132923 -1.839183 4.548170 0.2 0.2 0.3 0.077
H -0.300776 -1.161917 3.898555 -0.2 0.5 0.3 0.082
H -0.290070 -1.813944 5.561764 -0.2 0.4 0.1 0.105
H 0.285283 3.561808 4.234126 0.1 0.1 0.0 0.092
H 1.006044 4.074271 5.761671 0.0 0.0 0.3 0.093
H -0.750526 3.633118 5.624864 0.1 -0.1 0.4 0.098
C -3.140730 0.440451 -2.558093 0.1 1.2 1.0 -0.053
O -3.403145 -0.771212 -3.201772 -0.1 -0.4 0.0 0.036
C -2.531536 -1.717809 -2.897520 0.7 0.1 -0.3 -0.615
O -1.515572 -1.559773 -2.258267 -0.4 -0.1 0.1 0.122
O -2.939877 -2.828838 -3.476373 -0.1 -0.5 -0.1 0.024
C -2.058813 -3.944944 -3.379172 -0.1 -0.7 0.3 -0.013
H -3.209589 0.353646 -1.467116 -0.2 -0.3 -0.1 0.082
H -3.918780 1.116696 -2.895121 0.1 0.2 -0.1 0.104
H -2.127800 0.817080 -2.723753 -0.1 0.0 -0.4 0.087
H -2.641072 -4.803947 -3.033143 -0.1 0.1 -0.1 0.088
H -1.273745 -3.768034 -2.650979 0.1 0.1 -0.3 0.073
H -1.676335 -4.188299 -4.364055 0.2 0.2 -0.1 0.105
```
Forces are in eV/Å.

## Properties
Energy above the lowest of the compared OMol25 structures with the same formula, charge and spin = 46.0 kJ/mol
HOMO = -0.3709 Ha
SMILES = COC(=O)OC.COC(=O)OC.O=C1OCCO1.O=C1OCCO1.O=C1OCCO1.O=C1OCCO1.O=C1OCCO1.O=C1OCCO1.O=C1OCCO1.O=C1OCCO1
Frontier orbital gap = 0.36950 Eh

Formula: C30H45AsBrN3O3SSi3Ta
Source: the OMol25 dataset
Level of theory: ωB97M-V/def2-TZVPD

```
88
Properties=species:S:1:pos:R:3:forces:R:3:mulliken_spin:R:1
Ta 0.007200 -0.006100 -0.199900 0.0 -4.1 -0.3 0.650
O -2.965300 1.711900 2.330300 0.0 -0.1 0.0 0.000
C -2.278600 1.704300 3.504600 0.2 0.0 0.2 -0.001
C -2.846300 2.352200 4.599300 -0.1 -0.1 -0.3 0.000
C -2.211900 2.339100 5.822100 0.0 0.0 0.0 0.000
C -1.007700 1.669100 5.977200 0.2 0.0 0.1 0.000
C -0.425000 1.055200 4.889600 -0.1 0.0 -0.1 0.000
C -1.034700 1.085700 3.637900 -0.2 -0.1 -0.3 -0.005
C -0.284700 0.478500 2.473500 1.3 0.0 2.6 0.023
O -0.977300 0.222000 1.326800 -1.7 0.2 0.5 -0.005
N 0.799100 1.416200 2.094000 0.0 0.4 0.5 -0.013
N 1.428200 0.936300 0.955300 2.2 0.2 0.8 -0.137
C 2.738800 0.933800 0.865900 -1.0 0.5 0.7 0.194
C 3.402100 0.439100 -0.267300 0.9 -0.3 -0.7 -0.033
Br 2.168000 -0.311700 -1.549500 1.6 0.0 -0.8 0.013
C 4.752400 0.364200 -0.432600 -1.1 0.1 0.3 0.101
C 5.521800 -0.115000 -1.539900 0.5 -0.2 -0.5 -0.003
C 6.797300 -0.643100 -1.269200 -0.4 0.1 0.1 0.034
C 7.573700 -1.159900 -2.283400 0.1 -0.1 -0.1 -0.016
C 7.121700 -1.117600 -3.596200 0.0 0.0 0.1 0.034
C 5.890900 -0.545800 -3.885300 0.0 0.0 -0.1 -0.014
C 5.091400 -0.055600 -2.874400 0.0 0.0 0.2 0.029
H -2.496500 1.144500 1.699600 -0.3 0.1 0.1 0.001
H -3.792700 2.854800 4.469500 -0.1 0.0 0.0 0.000
H -2.659800 2.843200 6.664500 -0.1 0.0 0.1 0.000
H -0.526200 1.626600 6.940400 0.1 0.0 0.1 0.000
H 0.514500 0.532900 5.002500 0.1 -0.1 0.1 0.000
H 0.168800 -0.491100 2.797800 -0.2 0.5 -0.1 -0.009
H 1.436500 1.599000 2.872100 -0.1 0.0 -0.2 0.003
H 3.344300 1.354700 1.661800 0.0 0.0 0.1 -0.003
H 5.322700 0.663100 0.440100 0.0 0.1 0.1 0.003
H 7.148500 -0.664100 -0.247300 0.1 0.0 0.1 0.000
H 8.537500 -1.590100 -2.056500 0.1 0.0 0.0 0.000
H 7.740500 -1.507900 -4.389400 0.0 0.0 -0.1 0.002
H 5.553600 -0.472200 -4.907800 0.0 0.0 -0.1 0.000
H 4.161600 0.426600 -3.137700 0.0 0.0 0.0 0.005
O 0.840200 -1.910500 0.601900 0.3 1.2 0.2 -0.007
N 0.147000 -3.024600 0.498200 -0.9 -0.7 -0.3 0.009
C 0.491000 -4.098000 1.229300 0.3 -0.2 0.3 0.001
C -0.227000 -5.264600 1.147900 -0.2 0.1 -0.2 -0.002
C -1.329900 -5.338000 0.296300 0.1 0.1 0.1 0.002
C -1.668200 -4.229300 -0.448200 0.2 0.1 0.0 -0.006
C -0.904800 -3.070900 -0.348600 0.2 -0.6 0.2 0.022
S -1.224400 -1.697100 -1.320600 -0.6 0.2 -1.1 -0.008
H 1.352000 -3.978500 1.872400 0.0 0.1 -0.1 -0.001
H 0.076200 -6.101400 1.754700 0.0 -0.1 0.0 0.000
H -1.906800 -6.245700 0.215800 0.0 -0.1 0.0 0.000
H -2.510200 -4.210700 -1.124100 0.0 -0.1 0.0 0.000
C 0.243600 4.692900 0.202100 -0.7 -0.4 -0.5 0.002
Si -1.359000 4.225500 -0.750000 0.0 0.4 0.4 0.045
C -1.674200 5.434500 -2.215300 0.2 -1.0 0.5 0.007
C -2.915000 4.114000 0.359200 0.9 -0.2 -0.5 0.006
As -0.913600 1.763900 -1.521300 -2.2 3.8 -2.9 0.011
Si 0.341900 2.179200 -3.634300 0.4 0.3 -0.2 -0.003
C -0.573000 3.364300 -4.833900 0.3 -0.5 0.7 0.000
C 1.924700 3.030800 -2.955100 -0.7 -0.5 -0.2 0.002
C 0.654300 0.496600 -4.499500 -0.2 0.5 0.5 0.003
Si -3.216000 1.207300 -2.365600 -0.4 0.0 -0.2 0.043
C -2.894900 0.078300 -3.876300 0.0 0.4 0.8 0.010
C -4.201300 2.738700 -2.968600 0.8 -0.5 0.4 0.004
C -4.090000 0.400700 -0.867100 0.5 0.2 -0.6 0.007
H 0.029300 5.428600 0.971600 -0.2 0.1 0.1 0.002
H 0.989900 5.126800 -0.458000 0.1 0.0 -0.2 -0.001
H 0.680100 3.825900 0.691200 0.0 -0.1 0.1 0.004
H -1.770900 6.444600 -1.825800 0.0 0.1 0.3 0.001
H -2.598600 5.200900 -2.734500 -0.1 -0.1 -0.1 -0.001
H -0.865700 5.437800 -2.938100 0.1 0.0 -0.1 0.000
H -3.283100 5.099800 0.623300 0.0 0.3 -0.2 0.001
H -2.720600 3.590600 1.290200 0.1 -0.1 0.0 -0.002
H -3.717200 3.581700 -0.144200 -0.1 0.0 -0.1 -0.001
H -0.140700 4.360900 -4.823400 0.1 0.1 0.2 0.000
H -1.622300 3.450200 -4.569500 -0.2 0.0 -0.1 -0.001
H -0.508300 3.013900 -5.860100 0.0 -0.3 -0.1 0.000
H 1.733500 4.088300 -2.795600 -0.1 0.2 0.0 0.000
H 2.755300 2.955900 -3.648800 0.1 0.0 -0.3 0.000
H 2.257000 2.608400 -2.008700 0.0 0.0 0.1 0.002
H 0.012600 0.391200 -5.368500 -0.2 0.0 -0.1 0.000
H 0.468700 -0.357100 -3.852400 -0.1 -0.1 0.1 -0.001
H 1.678200 0.419000 -4.851400 0.3 0.1 0.0 0.000
H -2.683800 0.673000 -4.760400 0.0 0.2 -0.1 -0.001
H -3.756800 -0.541800 -4.098100 -0.3 -0.1 0.0 0.001
H -2.054400 -0.587600 -3.707300 0.1 -0.1 0.0 -0.003
H -3.637600 3.313200 -3.696100 0.1 0.1 -0.2 0.000
H -4.494600 3.410100 -2.170100 0.0 0.1 0.2 0.000
H -5.113100 2.407500 -3.455800 -0.1 -0.3 -0.1 0.001
H -3.523700 -0.441800 -0.479000 0.1 -0.1 0.0 -0.002
H -5.068200 0.021900 -1.145300 -0.2 0.0 -0.2 0.001
H -4.237100 1.108800 -0.055000 0.0 0.2 0.0 0.000
```
Forces are in eV/Å.

## Properties
HOMO (alpha / beta) = -0.4484 / -0.4755 Ha
Expectation value of S² = 0.802
2S+1 = 2
Total charge = +2
Frontier orbital gap (alpha / beta) = 0.22026 / 0.23059 Eh

Formula: C30H45BFeN8S
Source: the OMol25 dataset
Level of theory: ωB97M-V/def2-TZVPD

```
86
Properties=species:S:1:pos:R:3:forces:R:3:mulliken_spin:R:1
Fe 0.207561 -0.529080 0.263459 -0.3 -0.4 0.3 3.713
C 0.943417 2.241385 -0.396618 0.4 -0.1 0.2 0.054
C 0.213407 1.720626 -1.451294 -0.2 -0.3 -0.5 0.183
C 0.932967 0.446943 -1.873973 -0.6 0.2 -0.2 0.292
C 2.042153 0.334851 -1.064137 0.1 0.6 0.4 0.102
C 2.102461 1.474329 -0.155208 -0.1 0.1 -0.2 -0.024
C 3.281388 1.885848 0.693626 -0.1 -0.1 -0.1 0.097
C 3.689082 0.781575 1.678286 0.0 0.0 0.0 0.047
C 2.980819 3.167273 1.472393 0.0 0.0 0.0 0.006
C 4.453250 2.149216 -0.269089 0.1 0.0 0.0 0.046
C 0.678965 -0.508086 -3.041779 -0.2 0.0 0.1 -0.069
C -0.659102 -1.242029 -2.836149 0.0 0.1 -0.1 0.063
C 1.768575 -1.584186 -3.108251 0.0 0.0 0.1 0.011
C 0.721422 0.224033 -4.389167 0.1 0.0 0.0 0.021
C -0.864799 2.584803 -2.128827 0.1 -0.1 0.0 0.094
C -2.028129 1.865193 -2.830087 0.0 0.1 0.1 0.026
C -0.118867 3.439109 -3.176441 0.1 0.0 0.0 0.043
C -1.481035 3.553015 -1.098478 0.0 0.0 0.0 0.008
H 0.730436 3.179867 0.087067 0.0 -0.1 0.0 0.009
H 2.835152 -0.376084 -1.209976 0.0 0.1 0.1 0.037
H 2.865041 0.514867 2.343770 0.0 0.0 0.0 -0.001
H 4.521915 1.138851 2.288442 0.0 0.0 0.0 -0.003
H 4.016584 -0.119106 1.159255 0.0 0.0 0.0 0.000
H 2.133862 3.033757 2.148589 0.0 0.0 0.0 -0.002
H 2.771352 4.008154 0.806359 0.0 -0.1 0.0 0.001
H 3.848709 3.433119 2.078354 0.0 0.0 0.0 0.000
H 4.722400 1.249112 -0.826708 0.0 0.0 0.0 -0.006
H 5.328298 2.468740 0.301998 0.0 0.0 0.0 0.007
H 4.205491 2.935535 -0.986166 0.0 0.0 0.0 0.002
H -0.643327 -1.804427 -1.893490 0.0 0.0 0.0 -0.011
H -0.818238 -1.972007 -3.634033 0.0 0.0 0.0 0.001
H -1.511935 -0.565520 -2.811335 0.1 -0.1 0.1 -0.008
H 1.770702 -2.220109 -2.218817 0.0 0.0 0.0 -0.001
H 2.761974 -1.150372 -3.238160 0.0 0.0 0.0 0.001
H 1.573647 -2.227881 -3.966714 0.0 0.0 0.0 0.000
H -0.053463 0.970623 -4.510094 0.0 0.0 0.0 -0.003
H 0.610475 -0.504413 -5.195326 0.0 0.0 0.0 0.002
H 1.687699 0.719242 -4.518054 0.0 0.0 0.0 0.000
H -1.725035 1.280602 -3.692939 0.0 0.0 0.0 0.001
H -2.719744 2.626651 -3.195497 0.0 0.0 0.0 -0.001
H -2.577699 1.222927 -2.146289 0.0 0.0 0.1 -0.010
H 0.360250 2.825688 -3.941377 0.0 0.1 0.1 -0.009
H 0.652452 4.048385 -2.699006 0.0 0.0 0.0 0.003
H -0.828741 4.107203 -3.670711 0.0 0.0 0.0 0.004
H -1.825993 3.036712 -0.202005 0.0 0.0 0.0 -0.003
H -2.343609 4.046844 -1.547736 0.0 0.0 0.0 -0.001
H -0.780099 4.338933 -0.807246 0.0 -0.1 0.0 0.000
C -0.313371 1.377616 4.080625 0.0 0.0 0.0 0.005
C -0.140985 1.472751 2.701570 0.0 0.0 0.0 0.059
N 0.161094 0.283001 2.184544 0.0 0.0 0.2 -0.049
N 0.166012 -0.598551 3.212610 0.1 -0.1 -0.1 0.053
C -0.103906 0.039589 4.360167 -0.1 0.0 0.0 0.009
B 0.471290 -2.098837 2.999048 0.0 -0.1 0.0 -0.069
N -0.648217 -2.761046 2.155830 0.0 -0.1 0.2 -0.027
C -1.396184 -3.844724 2.444565 0.1 0.1 -0.1 0.006
C -2.103969 -4.195334 1.312169 -0.1 0.1 0.0 0.004
C -1.717379 -3.248141 0.357508 0.0 -0.1 -0.1 0.011
N -0.830968 -2.400983 0.870551 -0.2 0.2 -0.1 0.107
N 1.764311 -2.265500 2.180168 0.1 -0.1 0.1 0.015
C 2.854689 -2.988256 2.489200 -0.1 0.0 0.0 0.008
C 3.649970 -3.082738 1.365238 0.0 0.0 0.0 0.003
C 2.947269 -2.369873 0.392372 0.1 -0.1 0.0 -0.002
N 1.815819 -1.874642 0.888126 0.3 0.1 -0.1 0.055
H -0.552721 2.166816 4.773895 0.0 -0.1 0.0 0.001
H -0.237926 2.334195 2.062543 0.0 0.0 0.0 0.006
H -0.124045 -0.498758 5.295871 0.0 0.0 -0.1 0.001
H 0.562968 -2.652323 4.061610 0.0 0.1 -0.1 0.000
H -1.350071 -4.301266 3.421848 0.0 0.1 -0.1 0.000
H -2.789516 -5.017753 1.190145 0.0 0.1 0.0 0.001
H -2.023860 -3.154974 -0.674622 0.0 0.0 0.1 0.001
H 2.979481 -3.397467 3.480230 0.0 0.0 -0.1 0.001
H 4.591738 -3.596958 1.263250 -0.1 0.1 0.0 0.001
H 3.214768 -2.200808 -0.638573 0.0 -0.1 0.1 0.003
C -5.284354 -0.528885 -0.838837 0.0 -0.1 0.1 0.003
N -4.867118 -0.948275 0.494416 -0.1 0.0 -0.1 0.006
C -5.631026 -1.685179 1.395252 0.1 0.1 -0.3 0.001
C -4.889511 -1.847015 2.505355 0.1 0.1 0.0 0.001
N -3.695819 -1.191168 2.269241 0.2 -0.2 0.4 0.006
C -3.668455 -0.649763 1.040568 0.0 -0.2 0.0 0.022
S -2.441102 0.282433 0.342459 0.0 0.4 -0.5 0.033
H -6.345260 -0.738100 -0.947573 0.0 0.0 0.0 0.000
H -4.723047 -1.069549 -1.598846 0.0 0.0 0.0 0.000
H -5.102474 0.535744 -0.959800 0.0 0.0 0.0 -0.001
H -6.624017 -2.025562 1.158793 0.0 0.0 0.0 0.000
H -5.106103 -2.350455 3.431046 0.0 0.0 -0.1 0.000
H -2.900098 -1.159969 2.887018 0.0 0.0 0.0 0.001
```
Forces are in eV/Å.

## Properties
HOMO (alpha / beta) = -0.3864 / -0.3964 Ha
Expectation value of S² = 8.774
2S+1 = 6
Total charge = +1
Frontier orbital gap (alpha / beta) = 0.32831 / 0.24748 Eh

no.,energy (eV)
1,-93247.9519
2,-209342.4741
3,-89657.6471